{
  "formula": "C6H14BNO4",
  "method": "ωB97M-V with the def2-TZVPD basis set",
  "lumo_ev": 0.37,
  "multiplicity": 1,
  "homo_ev": -9.273,
  "energy_ev": -16807.920,
  "molar_mass_g_mol": 174.993,
  "fmax_ha_per_bohr": 0.0661,
  "smiles": "N[C@@H](CCCCB(O)O)C(=O)O",
  "orbital_gap_ha": 0.3543,
  "elements": ["N", "C", "C", "C", "C", "C", "B", "O", "O", "C", "O", "O", "H", "H", "H", "H", "H", "H", "H", "H", "H", "H", "H", "H", "H", "H"],
  "positions_angstrom": [[-1.68669, -0.75410, -0.90364], [-0.43499, -1.49668, -0.74887], [0.09287, -1.51805, 0.64342], [0.23463, -0.15220, 1.22082], [1.35026, 0.61946, 0.64827], [1.37837, 2.12391, 0.95105], [0.40431, 2.90648, 0.13093], [0.75782, 4.18898, -0.12783], [-0.73910, 2.20659, -0.43892], [-0.72718, -2.85317, -1.36615], [-0.73056, -3.05904, -2.55604], [-0.90982, -3.80569, -0.45554], [-1.85465, -0.81243, -1.84733], [-2.40197, -1.22260, -0.34923], [0.32687, -1.09235, -1.43956], [-0.44521, -2.19935, 1.29627], [1.01510, -2.03167, 0.59084], [0.46117, -0.17702, 2.32679], [-0.68468, 0.43091, 1.03953], [1.43600, 0.54231, -0.46050], [2.29490, 0.27753, 0.96809], [0.91649, 2.36959, 1.93541], [2.31326, 2.63642, 1.01110], [0.19984, 4.68673, -0.77003], [-1.51801, 2.84626, -0.37934], [-1.04900, -4.66078, -0.91952]],
  "forces_ev_per_angstrom": [[0.9, 0.2, 2.7], [-0.4, -0.3, -1.2], [-0.4, -0.7, 0.5], [-0.6, 0.8, 1.8], [1.5, 1.7, -1.8], [-1.1, -0.6, 1.6], [-1.5, -0.8, -2.3], [-1.1, 1.5, -1.0], [-0.2, 3.1, 1.3], [1.3, 0.1, -0.2], [-0.3, 0.0, 0.2], [-0.4, -1.3, 0.1], [-1.3, 0.1, -2.6], [-0.1, 0.2, -0.4], [-0.4, 0.3, 0.3], [-0.7, 0.2, 0.0], [1.5, -0.3, 0.0], [-0.6, -0.2, -0.9], [0.2, -0.4, 0.4], [-0.4, -0.2, 0.5], [1.1, -1.0, 0.6], [0.3, -0.6, 0.2], [0.9, -0.1, -0.2], [0.5, -0.6, 0.8], [1.3, -1.4, -0.5], [0.0, 0.6, 0.2]]
}